Here is 2 unconnected molecules or ions with the total composition CBrClF2O from the Open Molecules 2025 dataset. Energies are from ωB97M-V with the def2-TZVPD basis set.

Element x y z (Å)
C1 -0.6403 -0.6126 -0.7164
O1 0.1225 -1.3679 -0.2375
F1 -0.3495 0.4004 -1.4681
F2 2.0548 1.9770 1.4925
Cl1 1.2610 0.4521 1.5927
Br1 -2.4484 -0.8489 -0.6632

Computed properties:
E_tot in hartree: -3347.193873
F_max in eV/Å: 2.5
Multiplicity: 1
Total charge: 0
HOMO level in Ha: -0.4201
Structure (SMILES): O=C(F)Br.FCl
Kohn-Sham gap in Eh: 0.3634
LUMO in Ha: -0.057
Energy above the lowest of the compared OMol25 structures with the same formula, charge and spin in kcal per mole: 4.87